[1]
Here is a cluster of 7 separate species, C14H21F3N3O17 in total in a non-equilibrium geometry from OMol25. Energies are from ωB97M-V with the def2-TZVPD basis set.

```
! RIJCOSX wB97M-V def2-TZVPD def2/J DEFGRID3
* xyz -1 1
C -1.01 -0.18 0.93
C -2.03 0.91 1.33
O -1.64 1.90 1.96
O -3.25 0.71 1.14
H -0.24 -0.15 1.71
H -0.60 -0.04 -0.07
H -1.50 -1.15 1.04
C 2.87 0.72 -3.04
C 1.46 0.13 -2.75
O 0.93 0.24 -4.06
C 1.87 0.30 -5.06
O 1.70 0.19 -6.28
O 3.05 0.54 -4.44
F 0.74 0.94 -1.96
H 3.70 0.20 -2.57
H 2.89 1.80 -2.90
H 1.44 -0.88 -2.33
C -4.16 -0.49 -1.96
C -4.43 -1.80 -1.09
O -3.14 -2.37 -1.17
C -2.46 -1.93 -2.22
O -1.36 -2.37 -2.56
O -3.16 -0.96 -2.84
F -5.28 -2.57 -1.72
H -3.81 0.39 -1.42
H -4.93 -0.28 -2.71
H -4.73 -1.62 -0.05
C 1.57 -2.44 3.02
C 2.53 -2.13 1.85
O 3.31 -1.02 2.34
C 2.77 -0.44 3.38
O 3.24 0.51 3.99
O 1.68 -1.20 3.76
F 1.84 -1.60 0.89
H 1.95 -3.22 3.69
H 0.55 -2.55 2.66
H 2.92 -3.06 1.44
C -0.55 -4.37 0.18
N -0.34 -5.01 1.45
O -0.82 -4.50 2.51
O 0.41 -5.99 1.45
H -0.98 -3.42 0.53
H -1.23 -4.93 -0.46
H 0.41 -4.12 -0.27
C 1.39 2.33 0.86
N 2.65 2.70 0.04
O 3.47 1.81 -0.17
O 2.98 3.84 -0.13
H 1.09 3.13 1.53
H 1.68 1.55 1.56
H 0.59 2.02 0.17
C -0.43 5.82 0.79
N -1.37 5.54 1.91
O -2.21 4.62 1.71
O -1.47 6.31 2.85
H -0.39 6.89 0.63
H -0.69 5.33 -0.15
H 0.54 5.40 1.08
*
```

Computed properties:
Calculated total energy, Ha: -2288.7874
Energy relative to the best compared isomer or geometry (same formula, charge and spin), eV: 2.086

[2]
Here is a structure of composition C36H40IrN6O6 in a non-equilibrium geometry from OMol25. Energies are from ωB97M-V with the def2-TZVPD basis set.

```
! RIJCOSX wB97M-V def2-TZVPD def2/J DEFGRID3
* xyz 2 2
Ir 0.18 0.37 0.02
C 0.63 -2.62 -1.20
C 1.39 -1.89 -2.30
C 0.58 -0.78 -2.89
C 0.40 -0.72 -4.26
C -0.34 0.30 -4.83
C -0.89 1.26 -4.00
C -0.68 1.16 -2.64
N 0.04 0.16 -2.08
N 0.77 -1.97 0.13
C 2.13 -2.09 0.65
C 2.95 -0.90 0.31
C 4.29 -0.87 0.63
C 5.03 0.26 0.36
C 4.40 1.32 -0.27
C 3.06 1.21 -0.58
N 2.32 0.12 -0.29
C -0.17 -2.61 1.06
C -1.56 -2.27 0.64
C -2.63 -3.08 0.95
C -3.89 -2.69 0.54
C -4.02 -1.52 -0.19
C -2.90 -0.76 -0.45
N -1.68 -1.13 -0.03
H 0.98 -3.65 -1.13
H -0.43 -2.65 -1.43
H 1.64 -2.61 -3.07
H 2.33 -1.49 -1.93
H 0.84 -1.49 -4.88
H -0.48 0.35 -5.90
H -1.48 2.08 -4.39
H -1.10 1.88 -1.97
H 2.61 -3.00 0.25
H 2.11 -2.20 1.73
H 4.75 -1.74 1.10
H 6.07 0.32 0.64
H 4.93 2.22 -0.53
H 2.55 2.01 -1.08
H 0.01 -2.24 2.07
H -0.04 -3.70 1.06
H -2.48 -3.99 1.51
H -4.76 -3.30 0.77
H -4.98 -1.19 -0.56
H -2.97 0.16 -1.00
C -6.06 3.30 0.81
O -5.10 4.36 0.78
C -3.82 4.06 0.60
C -2.95 5.19 0.53
C -1.64 4.99 0.30
C -1.11 3.67 0.15
C 0.21 3.41 -0.17
C 1.20 4.51 -0.41
O 0.70 2.23 -0.33
C -1.97 2.57 0.27
O -1.57 1.33 0.17
C -3.34 2.77 0.49
H -7.03 3.78 0.91
H -5.88 2.65 1.67
H -6.03 2.72 -0.11
H -3.37 6.18 0.66
H -0.98 5.85 0.23
H 0.86 5.15 -1.23
H 2.17 4.10 -0.65
H 1.29 5.13 0.49
H -3.97 1.90 0.60
C -2.88 -2.04 4.67
C -1.58 -1.30 4.97
C -1.48 0.16 4.42
C -2.65 1.04 4.88
C -2.48 2.50 4.47
C -0.20 0.70 5.03
O -0.09 0.98 6.19
N 0.89 0.83 4.18
C 0.85 0.70 2.82
O 1.82 0.95 2.12
N -0.30 0.28 2.19
C -1.50 0.10 2.89
O -2.54 -0.14 2.32
H -2.77 -3.09 4.98
H -3.14 -2.01 3.62
H -3.71 -1.62 5.24
H -0.72 -1.87 4.58
H -1.44 -1.23 6.05
H -2.71 0.97 5.97
H -3.56 0.63 4.45
H -1.65 2.97 5.00
H -3.38 3.07 4.71
H -2.31 2.59 3.39
H 1.75 1.17 4.59
*
```

Computed properties:
Calculated total energy, Ha: -2279.6780
Energy relative to the best compared isomer or geometry (same formula, charge and spin), eV: 2.413
<S²>: 0.754

[3]
Here is a cluster of 11 separate species, C41H56Br8O17S3 in total in a non-equilibrium geometry from OMol25. Energies are from ωB97M-V with the def2-TZVPD basis set.

```
! RIJCOSX wB97M-V def2-TZVPD def2/J DEFGRID3
* xyz 0 1
Br 4.50 -14.81 15.85
C 3.60 -15.02 14.09
C 2.14 -14.50 14.00
Br 2.28 -12.51 14.16
H 3.66 -16.08 13.86
H 4.29 -14.59 13.36
H 1.62 -14.87 14.88
H 1.69 -14.68 13.02
Br 0.92 -13.57 9.79
C -0.29 -12.70 11.08
C -1.37 -13.68 11.53
Br -2.62 -12.92 12.94
H -0.68 -11.89 10.47
H 0.21 -12.30 11.97
H -0.98 -14.63 11.89
H -1.95 -13.94 10.65
Br -5.36 -10.23 13.98
C -3.92 -10.70 15.22
C -4.28 -10.23 16.63
Br -2.72 -10.68 17.80
H -2.98 -10.37 14.78
H -3.95 -11.79 15.25
H -5.26 -10.64 16.89
H -4.40 -9.15 16.61
Br 3.76 -17.24 11.18
C 2.89 -16.64 9.45
C 1.53 -17.28 9.34
Br 0.56 -16.86 7.68
H 3.56 -16.70 8.59
H 2.98 -15.55 9.51
H 0.87 -16.93 10.14
H 1.61 -18.36 9.29
O -0.62 -17.23 13.92
S -0.95 -18.19 12.87
O -0.04 -18.45 11.77
O -1.56 -19.62 13.47
C -2.11 -19.67 14.74
C -2.34 -21.11 15.20
C -2.61 -17.79 12.08
H -3.09 -19.19 14.78
H -1.57 -19.15 15.53
H -2.87 -21.15 16.15
H -1.40 -21.66 15.28
H -2.97 -21.58 14.44
H -3.33 -18.02 12.87
H -2.67 -18.64 11.40
H -2.68 -16.75 11.76
O -2.24 -12.32 8.10
S -2.22 -12.53 6.66
O -3.47 -12.44 5.87
O -1.16 -11.48 6.00
C -1.06 -11.51 4.55
C -0.11 -10.39 4.10
C -1.23 -14.07 6.32
H -2.07 -11.58 4.15
H -0.65 -12.42 4.12
H 0.83 -10.27 4.64
H -0.62 -9.43 4.15
H 0.16 -10.58 3.06
H -1.25 -14.20 5.24
H -1.75 -14.89 6.80
H -0.20 -14.09 6.68
O -5.30 -7.73 9.19
S -4.20 -7.68 8.27
O -3.76 -6.40 7.77
O -2.86 -8.43 8.96
C -2.99 -9.68 9.77
C -2.82 -9.39 11.25
C -4.35 -8.81 6.89
H -2.24 -10.35 9.34
H -3.86 -10.27 9.48
H -2.60 -10.29 11.83
H -3.68 -8.91 11.72
H -2.01 -8.70 11.46
H -3.32 -9.01 6.61
H -4.88 -8.41 6.02
H -4.92 -9.67 7.23
C -2.17 -14.73 16.01
C -0.97 -14.21 16.45
C 0.00 -15.04 17.11
O 1.09 -14.71 17.41
C -0.50 -16.36 17.46
C -1.74 -16.77 17.12
C -2.68 -16.12 16.22
O -3.66 -16.66 15.70
H -2.86 -14.12 15.44
H -0.74 -13.17 16.28
H 0.01 -17.06 18.10
H -2.29 -17.51 17.67
C 0.78 -8.02 9.74
C 0.51 -6.94 8.97
C 0.47 -6.91 7.48
O 0.30 -5.91 6.77
C 0.84 -8.18 6.97
C 1.16 -9.31 7.67
C 1.22 -9.34 9.13
O 1.57 -10.21 9.81
H 0.80 -7.91 10.81
H 0.43 -6.04 9.55
H 0.81 -8.32 5.90
H 1.44 -10.18 7.10
C -6.84 -12.17 11.09
C -6.00 -13.26 10.76
C -5.12 -13.30 9.60
O -4.11 -13.99 9.54
C -5.44 -12.21 8.62
C -6.33 -11.19 8.90
C -7.02 -11.03 10.23
O -7.78 -10.12 10.43
H -7.41 -12.17 12.00
H -5.82 -14.06 11.46
H -5.00 -12.30 7.64
H -6.55 -10.51 8.10
C 1.60 -9.10 13.24
C 2.39 -7.95 13.35
C 2.03 -6.79 14.14
O 2.80 -5.85 14.39
C 0.77 -7.00 14.76
C -0.11 -8.00 14.45
C 0.20 -9.19 13.64
O -0.61 -10.07 13.53
H 1.94 -9.92 12.63
H 3.38 -7.97 12.93
H 0.51 -6.36 15.59
H -1.03 -7.90 15.01
*
```

Computed properties:
Calculated total energy, Ha: -24661.3149
SMILES: O=C1C=CC(=O)C=C1.O=C1C=CC(=O)C=C1.O=C1C=CC(=O)C=C1.O=C1C=CC(=O)C=C1.CCOS(C)(=O)=O.CCOS(C)(=O)=O.CCOS(C)(=O)=O.BrCCBr.BrCCBr.BrCCBr.BrCCBr

[4]
Here is a cluster of 3 separate species, C32H30BF6NO2S in total in a non-equilibrium geometry from OMol25. Energies are from ωB97M-V with the def2-TZVPD basis set.

```
! RIJCOSX wB97M-V def2-TZVPD def2/J DEFGRID3
* xyz 0 1
C -4.28 3.15 -0.98
C -3.12 2.24 -1.17
C -2.74 1.72 -2.40
C -1.47 1.14 -2.40
C -0.72 1.17 -1.12
B -1.78 -3.29 1.08
C 0.65 1.92 -1.22
C 1.30 2.43 -0.08
C 2.56 3.02 -0.20
C 3.16 3.56 1.05
F 4.28 4.27 0.78
F 2.32 4.34 1.81
F 3.54 2.49 1.85
C 3.24 3.07 -1.43
C 2.61 2.53 -2.54
C 3.37 2.27 -3.81
F 3.36 0.92 -4.12
F 2.89 2.89 -4.92
F 4.68 2.63 -3.67
C 1.28 2.10 -2.47
O -2.43 -2.79 2.19
C -3.30 -1.60 1.82
C -4.32 -2.17 0.79
C -5.31 -3.03 1.57
C -4.99 -0.93 0.22
C -3.75 -2.96 -0.40
O -2.40 -3.54 -0.04
S -1.91 1.97 0.02
H -4.72 3.35 -1.95
H -5.07 2.76 -0.32
H -3.94 4.11 -0.60
H -3.36 1.81 -3.32
H -1.01 0.69 -3.29
H 0.79 2.44 0.88
H 4.28 3.41 -1.45
H 0.73 1.88 -3.41
H -3.82 -1.18 2.70
H -2.70 -0.83 1.30
H -6.13 -3.34 0.91
H -4.77 -3.90 1.96
H -5.72 -2.46 2.41
H -5.84 -1.20 -0.42
H -5.34 -0.26 1.03
H -4.26 -0.38 -0.38
H -4.36 -3.83 -0.67
H -3.53 -2.33 -1.27
C 0.02 -1.08 -1.46
C 0.05 -0.61 -0.04
N 1.29 -0.89 0.58
C 1.43 -1.35 1.91
C 0.73 -2.25 2.67
C 1.19 -2.68 3.92
C 2.43 -2.21 4.41
C 3.25 -1.44 3.58
C 2.76 -1.10 2.33
C 3.48 -0.63 1.19
C 2.57 -0.54 0.11
C 3.01 -0.33 -1.18
C 4.37 0.00 -1.37
C 5.26 -0.02 -0.27
C 4.84 -0.39 1.01
H -1.07 -1.26 -1.65
H 0.33 -0.25 -2.12
H 0.64 -1.98 -1.70
H -0.72 -1.22 0.60
H -0.20 -2.71 2.28
H 0.56 -3.37 4.49
H 2.71 -2.42 5.43
H 4.26 -1.13 3.87
H 2.35 -0.46 -2.02
H 4.72 0.26 -2.37
H 6.30 0.29 -0.44
H 5.47 -0.47 1.89
*
```

Computed properties:
Calculated total energy, Ha: -2464.6962
Energy relative to the best compared isomer or geometry (same formula, charge and spin), eV: 4.683

[5]
Here is the molecule C4H9NO2 from OMol25. Energies are from ωB97M-V with the def2-TZVPD basis set.

```
! RIJCOSX wB97M-V def2-TZVPD def2/J DEFGRID3
* xyz 0 1
N 2.02 0.54 0.70
C 1.10 -0.32 0.87
O 0.74 -0.47 2.15
C 0.32 -1.15 -0.13
C -1.10 -0.62 -0.39
C -1.15 0.79 -0.96
O -0.82 1.80 -0.03
H 2.40 0.64 -0.23
H 1.38 0.18 2.52
H 0.88 -1.15 -1.07
H 0.26 -2.19 0.22
H -1.60 -1.30 -1.09
H -1.68 -0.64 0.54
H -0.50 0.85 -1.86
H -2.17 1.02 -1.29
H 0.12 1.73 0.18
*
```

Computed properties:
Calculated total energy, Ha: -363.0402
Energy relative to the best compared isomer or geometry (same formula, charge and spin), eV: 1.235
SMILES: [H]/N=C(/O)CCCO

[6]
Here is a cluster of 2 separate species, C5H10N2O2 in total in a non-equilibrium geometry from OMol25. Energies are from ωB97M-V with the def2-TZVPD basis set.

```
! RIJCOSX wB97M-V def2-TZVPD def2/J DEFGRID3
* xyz 0 1
C 1.61 0.36 -1.73
C -0.72 0.96 0.75
C 0.42 1.86 1.20
N -1.18 -1.41 0.10
C -0.24 -0.59 0.62
C 0.33 0.35 -1.90
N -1.03 -2.81 0.12
O 0.81 -0.98 1.08
O -0.73 0.16 -2.37
H -2.02 -1.06 -0.33
H -0.45 -3.10 -0.68
H -0.50 -3.05 0.96
H 2.04 0.02 -0.79
H 2.30 0.78 -2.44
H -1.47 0.88 1.54
H -1.28 1.38 -0.08
H 0.96 2.25 0.34
H 1.12 1.31 1.82
H 0.04 2.70 1.78
*
```

Computed properties:
Calculated total energy, Ha: -456.4458
Energy relative to the best compared isomer or geometry (same formula, charge and spin), eV: 2.950
SMILES: CCC(=O)NN.C=C=O

[7]
Here is the molecule C6H10O3 in a non-equilibrium geometry from OMol25. Energies are from ωB97M-V with the def2-TZVPD basis set.

```
! RIJCOSX wB97M-V def2-TZVPD def2/J DEFGRID3
* xyz 0 1
C -1.56 0.37 0.21
C -0.33 -0.25 0.88
C 0.92 0.53 1.14
C 1.70 0.16 -0.16
C 0.63 0.23 -1.25
C -0.56 -0.40 -0.59
H -1.74 2.04 -0.74
H -2.51 -0.11 0.42
H -1.08 -1.98 1.31
H 0.71 1.59 1.10
H 1.39 0.26 2.14
H 2.09 -0.82 -0.01
H 2.55 0.87 -0.33
H 0.94 -0.30 -2.19
H 0.42 1.29 -1.48
H -0.42 -2.21 -1.35
O -1.65 1.77 0.22
O -0.41 -1.40 1.64
O -1.10 -1.64 -0.96
*
```

Computed properties:
Calculated total energy, Ha: -460.2782
Energy relative to the best compared isomer or geometry (same formula, charge and spin), eV: 1.965
SMILES: O[C@@H]1[C@]2(O)CCC[C@]12O

[8]
Here is the molecule CH3N3S in a non-equilibrium geometry from OMol25. Energies are from ωB97M-V with the def2-TZVPD basis set.

```
! RIJCOSX wB97M-V def2-TZVPD def2/J DEFGRID3
* xyz 0 1
C -0.56 0.42 0.44
N 1.03 -0.84 -0.66
N 0.17 -0.98 -1.52
N 0.79 -0.01 0.33
S -1.18 -0.03 -1.15
H -1.12 -0.30 1.05
H -0.77 1.45 0.73
H 1.63 0.29 0.79
*
```

Computed properties:
Calculated total energy, Ha: -602.2767
Energy relative to the best compared isomer or geometry (same formula, charge and spin), eV: 0.495
SMILES: C1NN=NS1

[9]
Here is the molecule C3H5NO2 in a non-equilibrium geometry from OMol25. Energies are from ωB97M-V with the def2-TZVPD basis set.

```
! RIJCOSX wB97M-V def2-TZVPD def2/J DEFGRID3
* xyz 0 1
N 1.68 -0.96 -0.99
C 0.81 -0.68 -0.15
C -0.49 -1.05 0.48
O -1.28 0.01 -0.04
C -0.51 1.21 -0.01
O 0.82 0.81 0.09
H 1.81 0.09 -1.05
H -0.94 -1.99 0.17
H -0.39 -1.00 1.58
H -0.73 1.76 -0.95
H -0.77 1.82 0.86
*
```

Computed properties:
Calculated total energy, Ha: -322.4652
Energy relative to the best compared isomer or geometry (same formula, charge and spin), eV: 2.968
SMILES: [H]/N=C1/COCO1

[10]
Here is the ion C4H10N3S with charge +1 in a non-equilibrium geometry from OMol25. Energies are from ωB97M-V with the def2-TZVPD basis set.

```
! RIJCOSX wB97M-V def2-TZVPD def2/J DEFGRID3
* xyz 1 1
C -0.12 -0.37 1.44
C 0.05 0.76 -2.11
C 0.82 -0.42 -1.60
C -0.47 -0.11 -0.99
N 0.18 -1.67 1.30
N -0.40 0.38 0.43
N -0.41 1.73 0.55
S 0.01 0.35 3.09
H 0.49 1.80 -1.86
H -0.34 0.63 -3.11
H 0.71 -1.32 -2.28
H 1.67 -0.23 -0.92
H -1.47 -0.63 -1.19
H 0.10 -2.16 0.48
H -0.01 -2.33 2.16
H -0.11 2.25 1.32
H 0.19 -0.88 3.47
H -0.91 2.22 -0.18
*
```

Computed properties:
Calculated total energy, Ha: -720.5297
Energy relative to the best compared isomer or geometry (same formula, charge and spin), eV: 2.741